DFT (ωB97M-V/def2-TZVPD) results for a structure of composition C14H8N3O7RuS6.

Each line ends with the Löwdin spin population.
Positions of all 39 atoms, in Å:
O (-0.0561, -1.0737, 0.3926)  0.000
S (0.8673, 4.7806, 3.5814)  -0.009
S (2.6556, 6.3595, 5.3635)  0.020
H (-0.5696, 0.7108, -1.3283)  0.001
H (-1.0219, 2.2382, -0.9558)  0.000
H (-1.2983, 2.3449, -3.2293)  0.000
C (0.5233, 3.4325, -2.9943)  0.002
C (-1.6283, -2.7983, -0.0180)  0.000
S (3.2848, -0.6651, -4.0577)  0.017
C (1.3458, 3.9896, 2.0951)  0.029
N (-0.3131, 1.7084, -1.4517)  -0.003
S (3.6311, 5.0215, 2.8846)  -0.007
C (-3.0250, -4.6533, -0.6937)  0.000
S (0.2152, 3.1002, 1.1462)  0.207
O (2.3136, 0.1003, 1.4744)  -0.005
C (-0.2935, 2.1514, -2.8509)  -0.001
C (2.6569, 4.0875, 1.7700)  0.038
C (1.8983, 0.8111, 0.6962)  0.003
C (-2.4901, -3.3913, -0.9300)  0.000
O (0.3365, 4.1649, -3.9569)  0.007
C (2.3976, 5.4342, 4.0102)  0.007
S (3.3584, 3.4511, 0.3367)  0.172
C (-1.8633, -4.7198, 1.3768)  0.000
O (-0.7977, -4.9051, 3.4201)  0.000
C (-1.3036, -3.4763, 1.1498)  0.000
O (-1.6093, -0.7647, -1.2048)  0.000
C (-2.7188, -5.3310, 0.4735)  0.000
H (-3.1227, -6.3077, 0.6938)  0.000
H (-3.6861, -5.1099, -1.4196)  0.000
C (2.7695, 0.3029, -2.8439)  0.010
O (1.3911, 3.6392, -2.0601)  0.024
H (0.1608, 1.3762, -3.4669)  0.000
O (-2.0425, -6.5397, 2.7944)  0.000
H (-0.6162, -3.0222, 1.8497)  0.000
H (-2.7275, -2.8327, -1.8259)  0.000
N (2.3977, 0.9940, -1.9833)  0.007
N (-1.5418, -5.4387, 2.6244)  0.000
C (-1.0315, -1.4089, -0.2940)  0.000
Ru (1.5533, 2.2393, -0.5684)  0.482

**⟨S²⟩**: 0.764
**Electronic energy**: -3713.4574 Ha
**Spin multiplicity**: 2
**HOMO-LUMO gap (alpha / beta)**: 6.023 / 5.813 eV
**Total charge**: -2
**Energy relative to the best compared isomer or geometry (same formula, charge and spin)**: 7.96 kcal/mol
**Lowest unoccupied orbital energy (alpha / beta)**: 0.1277 / 0.1137 Eh